No. 1
ORCA calculation (wB97M-V/def2-TZVPD) on C7H21AlN4O5P as an isolated structure.

Atoms and positions in Å:
N 2.82491 -2.91718 1.16895
C 2.74751 -2.06656 -0.00888
C 1.52802 -1.08774 -0.09411
O 0.71605 -1.14611 1.06208
C 2.00033 0.32671 -0.48717
C 1.08230 1.49263 -0.10971
P 1.56767 3.08956 -1.01271
O 0.93942 2.67010 -2.47101
O 3.19181 2.85838 -1.24160
C 1.10553 1.77703 1.43855
O -0.15031 1.62008 1.99578
Al -1.42705 1.61523 0.74384
C -2.86973 0.23588 0.94924
C -3.03083 -0.80372 -0.16452
N -2.04340 -1.87027 -0.01923
N -2.85444 -0.21873 -1.52410
N -4.37737 -1.39293 -0.09773
O -0.22921 1.22895 -0.55113
H 2.91598 -2.35808 2.00845
H 1.96308 -3.43999 1.27179
H 2.72861 -2.72075 -0.88344
H 3.68012 -1.50132 -0.07156
H 0.87129 -1.45604 -0.88357
H 1.11084 -0.64706 1.78464
H 2.12714 0.31412 -1.57924
H 2.99347 0.50353 -0.05870
H 0.36503 1.89139 -2.34748
H 3.40521 1.98315 -1.59549
H 1.84807 1.11261 1.92017
H 1.49795 2.79327 1.61090
H -2.09406 3.08931 0.65144
H -2.69786 -0.28079 1.90155
H -3.82123 0.76883 1.06583
H -1.55899 -2.04061 -0.89136
H -1.33881 -1.60809 0.65858
H -3.20010 0.73658 -1.53085
H -1.85810 -0.13755 -1.70277
H -5.04393 -0.65848 0.11017
H -4.61494 -1.75532 -1.01557

The orbital gap comes out at 0.2988 Eh. As for the HOMO energy: -5.16 eV. As for the total energy: -39688.62492 eV. Its net charge is -1.

***

No. 2
ORCA calculation (wB97M-V/def2-TZVPD) on an isolated molecule of CH2OS2.

Atoms and positions in Å:
O -1.13990 -0.34342 1.17308
C -0.32082 -0.09320 0.32362
S -0.63687 -0.14232 -1.43112
S 1.37172 0.36029 0.67754
H -1.92161 -0.48467 -1.24929
H 1.20815 0.30368 1.98019

The orbital gap comes out at 0.3948 Eh. The calculation puts the energy relative to the best compared isomer or geometry (same formula, charge and spin) at 0.1 kcal/mol. As for the HOMO energy: -10.17 eV. As for the SMILES: O=C(S)S. As for the total energy: -24787.27111 eV.

***

No. 3
ORCA calculation (wB97M-V/def2-TZVPD) on a 2-piece molecular cluster, C8H19NO2Si overall in a non-equilibrium geometry.

Atoms and positions in Å:
C 2.72146 0.67614 0.34100
C -0.71890 -2.60937 1.18964
C -0.56410 2.67581 0.33388
C -1.49393 0.74544 -1.98303
C -2.84995 0.62320 0.77759
C 0.00657 -1.77751 0.12330
C 2.19826 0.23268 -0.91371
C 0.06403 -0.33755 0.49363
N 2.59014 -0.94852 -1.46779
O 3.38863 -0.31050 1.01827
O 2.62931 1.79935 0.79968
Si -1.17273 0.93366 -0.10849
H -1.75319 -2.29218 1.27791
H -0.69614 -3.66474 0.92702
H -0.23888 -2.48140 2.15760
H -1.11610 3.44776 -0.19339
H -0.68281 2.85549 1.39935
H 0.48941 2.79762 0.10968
H -0.64172 1.05123 -2.58179
H -1.73608 -0.27854 -2.25162
H -2.33813 1.36202 -2.28104
H -3.28330 -0.33013 0.49097
H -2.72765 0.61650 1.85583
H -3.57349 1.39424 0.53702
H -0.49778 -1.90405 -0.83661
H 1.02213 -2.18673 0.02931
H 1.70966 0.95336 -1.54400
H 0.52504 -0.15728 1.45495
H 2.00229 -1.35516 -2.17574
H 3.02598 -1.59676 -0.82761
H 3.71200 0.06592 1.84817

The orbital gap (spin up / spin down) comes out at 0.2881 / 0.2846 Eh. The calculation puts the energy relative to the best compared isomer or geometry (same formula, charge and spin) at 49.8 kcal/mol. As for the HOMO energy (spin up / spin down): -7.70 / -7.46 eV. As for the total energy: -22066.15679 eV.

***

No. 4
ORCA calculation (wB97M-V/def2-TZVPD) on C30H46BF2O18S4 as an isolated structure in a non-equilibrium geometry.

Atoms and positions in Å:
O -0.92547 1.08746 -4.23359
C -0.23624 0.82735 -3.27958
O -0.22258 -0.32759 -2.57718
B 0.77732 -0.22743 -1.46627
O 1.42338 1.10140 -1.65215
C 0.93037 1.75090 -2.74324
O 1.16426 2.97555 -3.10808
O 1.75736 -1.35568 -1.33570
C 1.41804 -2.05321 -0.18270
O 1.83253 -3.14997 0.35083
C 0.19358 -1.24672 0.46121
O -0.03751 -0.21803 -0.26605
O -0.37163 -1.54330 1.51195
F -4.42492 -4.31310 0.69886
C -3.52979 -4.02590 1.70266
C -3.66877 -4.55983 2.96651
C -2.68033 -4.24613 3.94392
C -1.50324 -3.63509 3.50679
C -1.39944 -3.11892 2.25508
C -2.39912 -3.31529 1.33642
H -4.56656 -5.00118 3.37345
H -2.69831 -4.47166 4.99996
H -0.71682 -3.38115 4.20210
H -0.51509 -2.57985 1.94889
H -2.48772 -3.03167 0.29810
F -3.72624 -1.37983 2.28924
C -3.00396 -0.24614 2.49268
C -3.59165 0.81164 3.20616
C -2.80966 1.93433 3.47818
C -1.46846 1.99357 3.10189
C -0.92303 0.93839 2.41813
C -1.73167 -0.10581 2.02536
H -4.57729 0.67061 3.62455
H -3.29931 2.68361 4.08252
H -0.89904 2.87703 3.35018
H 0.06402 0.95286 1.98004
H -1.35370 -0.95927 1.48208
C 1.69360 4.03965 -1.32565
S -0.00032 4.40564 -2.04058
O -0.88366 4.93158 -0.93044
C 0.34145 5.88091 -3.14989
H 1.55324 3.58102 -0.34685
H 2.29207 4.90993 -1.05631
H 2.36303 3.37139 -1.86733
H 0.60619 6.79876 -2.62495
H -0.46258 6.09255 -3.85476
H 1.14072 5.61455 -3.84149
C 1.03834 3.58588 1.82898
S -0.69759 3.36507 1.23191
O -1.04080 4.64255 0.44580
C -0.22395 2.04496 0.05716
H 1.13654 4.03337 2.81803
H 1.75277 4.13646 1.21698
H 1.50118 2.59980 1.86788
H -0.97306 1.25723 -0.02285
H 0.69928 1.49873 0.25053
H 0.00673 2.35788 -0.96116
C -0.59866 2.33678 -4.74700
S -1.08447 3.98990 -5.50334
O -0.13077 5.02763 -4.97791
C -0.57329 3.74567 -7.21953
H -1.18406 1.53725 -5.20105
H -0.86230 2.41978 -3.69263
H 0.43935 2.17800 -5.03927
H -0.96467 2.91171 -7.80212
H 0.49431 3.68580 -7.00797
H -0.71780 4.66065 -7.79401
C 0.61026 -0.43980 3.14900
S 1.96330 -1.51181 3.74394
O 1.33755 -2.44474 4.80721
C 2.07406 -2.75262 2.38617
H -0.22068 -1.12248 2.97123
H 0.95449 -0.00364 2.21125
H 0.38000 0.30056 3.91512
H 2.54996 -2.30857 1.51185
H 1.08236 -3.14616 2.16308
H 2.58352 -3.60492 2.83577
C -3.40898 -6.23165 -2.13542
O -2.51322 -5.57674 -1.27085
C -2.28502 -4.26309 -1.46244
O -3.11551 -3.47715 -1.92086
O -1.02678 -4.12208 -0.94302
C -0.31261 -2.91219 -1.01413
H -4.47917 -6.10384 -1.97274
H -3.16980 -7.29488 -2.11468
H -3.25503 -5.87088 -3.15239
H -0.95784 -2.09909 -1.34677
H 0.44046 -2.84763 -1.79952
H 0.04210 -2.62668 -0.02379
C 6.58845 -1.17480 2.10683
O 5.84165 -0.46974 1.08807
C 4.45965 -0.40265 1.15377
O 3.76996 -0.85566 2.13420
O 3.95396 0.32980 0.10127
C 2.60972 0.68697 0.20424
H 7.64412 -0.92529 2.00003
H 6.40614 -2.24934 2.09133
H 6.24476 -0.84327 3.08666
H 1.85903 0.06161 0.68747
H 2.35652 0.88975 -0.83636
H 2.53846 1.65963 0.69105

The orbital gap comes out at 0.1277 Eh. As for the HOMO energy: -2.49 eV. As for the total energy: -118119.91287 eV. Its net charge is -1.

***

Repeat the second record exactly.
ORCA calculation (wB97M-V/def2-TZVPD) on an isolated molecule of CH2OS2.

Atoms and positions in Å:
O -1.13990 -0.34342 1.17308
C -0.32082 -0.09320 0.32362
S -0.63687 -0.14232 -1.43112
S 1.37172 0.36029 0.67754
H -1.92161 -0.48467 -1.24929
H 1.20815 0.30368 1.98019

The orbital gap comes out at 0.3948 Eh. The calculation puts the energy relative to the best compared isomer or geometry (same formula, charge and spin) at 0.1 kcal/mol. As for the HOMO energy: -10.17 eV. As for the SMILES: O=C(S)S. As for the total energy: -24787.27111 eV.